Record 1
The following is a quantum chemistry calculation of a molecular structure, C23H17Cl2N2O4OsS2, from OMol25.

```
51
Properties=species:S:1:pos:R:3:forces:R:3
Os 0.124848 -0.382821 -0.278897 -0.090 0.048 -0.125
Cl 0.010747 -3.102775 -0.056802 -0.217 -0.141 0.113
Cl 2.706250 -4.089886 -0.745821 0.031 0.004 -0.002
S 0.166309 1.824402 -0.439675 0.023 0.251 0.062
S -2.853518 -0.826032 -1.286257 -0.083 0.197 -0.043
O 2.013349 -0.537346 -0.453576 0.217 -0.036 0.102
O 4.092606 -0.366723 0.260595 -0.011 0.048 0.029
O -2.816819 -2.233840 -1.537026 -0.016 0.002 0.079
O -4.099785 -0.154120 -1.090279 0.052 0.040 -0.103
N -1.854465 -0.501009 0.036920 0.146 -0.415 0.114
N -0.028023 -0.672572 1.962963 0.029 -0.141 0.075
C -1.441850 1.912206 -3.855472 -0.012 0.014 -0.003
C 1.003650 -4.444571 -0.773253 0.020 0.264 -0.054
C -0.587540 -1.213404 4.610605 -0.002 0.011 -0.010
C 0.699937 -0.990661 4.203431 -0.009 0.022 -0.019
C -3.945937 -1.402729 3.025482 0.006 0.011 -0.044
C -0.004759 -0.024683 -3.980399 -0.014 -0.019 0.032
C 1.827072 2.415453 -0.419202 -0.017 -0.016 -0.096
C -0.319565 1.271285 -4.366392 0.019 0.007 0.003
C 3.113376 4.459040 -0.486994 -0.017 -0.005 0.008
C -0.812965 -0.683093 -3.062193 -0.045 -0.012 -0.064
C -1.644730 -1.176281 3.675913 -0.021 -0.016 0.007
C 3.097955 0.187910 -0.111674 -0.062 -0.081 -0.107
C -2.997189 -1.430939 4.005537 0.007 0.012 0.006
C -3.621458 -1.103185 1.684380 0.041 0.008 0.094
C -1.905609 -0.003658 -2.519541 -0.055 -0.180 -0.112
C -2.319428 -0.832563 1.332430 0.008 0.069 -0.058
C 4.282059 3.729482 -0.331582 0.011 -0.007 -0.003
C -1.315776 -0.887805 2.341004 -0.083 0.033 -0.011
C 3.005534 1.672975 -0.261306 0.038 0.052 0.043
C 1.894105 3.806384 -0.529346 0.027 0.011 -0.013
C 4.221070 2.351382 -0.213958 -0.034 -0.015 -0.012
C -2.244212 1.279039 -2.918077 0.050 0.047 0.089
C 0.943905 -0.728475 2.848329 0.014 0.002 0.019
H -4.408819 -1.078218 0.948205 -0.009 0.013 -0.009
H -0.809884 -1.425552 5.648727 0.001 -0.009 0.008
H 0.846830 -0.533078 -4.411339 0.004 0.001 -0.008
H 1.527933 -1.018860 4.896039 0.004 -0.005 0.007
H 5.239571 4.230332 -0.298839 0.001 0.005 0.003
H -1.693584 2.909208 -4.190501 0.004 0.006 0.009
H 3.146561 5.536771 -0.569620 -0.004 0.002 -0.013
H 0.772474 -5.295861 -0.144439 0.030 -0.024 -0.035
H -3.259467 -1.648384 5.032230 -0.005 -0.013 0.003
H -0.663733 -1.731491 -2.829941 0.031 0.011 0.039
H -3.113081 1.763442 -2.493387 -0.012 -0.006 -0.010
H 5.120023 1.765280 -0.083880 -0.002 -0.004 0.005
H 0.302901 1.779257 -5.090819 -0.002 -0.001 -0.008
H 0.978996 4.373548 -0.640715 -0.012 0.000 -0.002
H 0.652000 -4.567606 -1.790094 0.017 -0.036 0.008
H 1.952097 -0.573211 2.481280 0.006 -0.008 -0.001
H -4.979955 -1.605959 3.267226 -0.002 0.000 0.008
```
Positions in Å, forces in eV/Å.

Calculated values
total energy = -3104.3163 hartree
⟨S²⟩ = 6.03
total charge = +1
Kohn-Sham gap (alpha / beta) = 7.644 / 6.121 eV
E_LUMO (alpha / beta) = -3.57 / -5.40 eV
spin multiplicity = 5
energy relative to the best compared isomer or geometry (same formula, charge and spin) = 0.0 kJ/mol


Record 2
The following is a quantum chemistry calculation of a molecular structure, C11H27LiN2PS, from OMol25.

```
43
Properties=species:S:1:pos:R:3:forces:R:3
S 0.077118 -0.103766 -3.375811 0.349 0.061 -0.103
P -0.197254 -0.116170 1.227755 0.111 0.058 -0.074
N 0.548530 -0.304522 -5.956246 0.024 0.004 0.024
N -1.638614 0.035878 -5.409489 -0.063 -0.001 0.071
C 0.085893 2.232416 2.935065 0.019 0.043 0.001
C 1.057165 2.255455 0.599821 -0.007 -0.016 0.097
C -1.418581 -0.815538 2.421483 -0.064 0.056 -0.016
C 0.279807 -0.313359 -7.386648 0.052 -0.001 0.066
C 1.294909 -2.422664 1.416395 0.012 0.057 0.079
C 1.455565 -0.899047 1.522639 -0.026 -0.062 0.050
C -0.373939 -0.129948 -5.017258 -0.233 -0.034 0.055
C -0.057702 1.709518 1.505294 0.114 0.016 0.013
C -2.739743 -0.049071 2.267601 0.048 0.002 0.069
C 2.249992 -0.505870 2.768102 0.024 -0.050 0.031
C -1.008626 -0.938452 3.889355 -0.060 0.001 0.034
Li -0.568297 -0.330637 -1.176740 -0.228 -0.077 -0.161
H 3.165457 -1.101344 2.807754 -0.021 0.021 0.007
H 1.699107 -0.688150 3.689620 0.017 0.004 -0.024
H 1.490682 -0.422719 -5.623574 0.016 -0.009 -0.019
H -1.861043 -1.310151 4.463125 0.029 0.009 -0.002
H 0.949971 1.813636 3.448153 -0.008 0.004 -0.009
H -0.712153 0.015791 4.322252 -0.008 -0.018 -0.012
H 2.036497 -0.575587 0.653171 0.022 0.023 -0.052
H -0.134716 0.640388 -7.716571 -0.001 0.023 0.012
H 0.742430 -2.725112 0.524439 -0.018 0.016 -0.030
H 1.034433 3.345989 0.595801 -0.008 -0.014 0.025
H 1.216506 -0.473276 -7.909759 0.016 -0.002 -0.007
H 2.275460 -2.897940 1.372139 -0.002 0.015 0.009
H -0.798069 2.028658 3.536790 -0.001 -0.016 -0.011
H -1.907133 0.032947 -6.378405 -0.009 0.004 -0.007
H -1.007553 2.086458 1.114538 -0.052 0.017 -0.029
H 2.043712 1.949531 0.952474 -0.015 0.001 0.006
H -0.192574 -1.644660 4.031603 -0.001 0.004 -0.025
H 2.547556 0.540921 2.751745 -0.015 0.011 -0.013
H -1.583932 -1.827006 2.039375 -0.006 -0.049 -0.024
H -3.533382 -0.565971 2.808389 0.016 0.003 0.003
H 0.772959 -2.829950 2.283888 0.000 0.012 -0.003
H -2.346604 0.183744 -4.713971 -0.001 0.004 0.004
H -3.052398 0.035673 1.224847 0.016 -0.008 -0.018
H 0.962039 1.930015 -0.439192 -0.032 -0.037 -0.029
H -2.666543 0.959266 2.679513 0.005 -0.021 -0.010
H 0.213385 3.317434 2.906039 -0.005 -0.032 0.010
H -0.400337 -1.122821 -7.655510 -0.007 -0.024 0.014
```
Positions in Å, forces in eV/Å.

Calculated values
total energy = -1291.7751 hartree
total charge = +1
Kohn-Sham gap = 9.503 eV
E_LUMO = -2.51 eV
spin multiplicity = 1
energy relative to the best compared isomer or geometry (same formula, charge and spin) = 2.2 kJ/mol


Record 3
The following is a quantum chemistry calculation of 6 unconnected molecules or ions with the total composition C31H60N2O10PS7, from OMol25.

```
111
Properties=species:S:1:pos:R:3:forces:R:3
S 3.413548 1.371650 1.465051 0.049 0.077 0.090
S -3.307648 0.440745 2.009109 1.226 0.619 0.129
S 6.966507 -6.278162 -2.670088 0.042 0.080 -0.076
S 0.599562 9.992319 2.145930 0.029 0.043 0.006
S -0.856534 1.783592 0.861699 -0.111 0.179 0.958
S 3.652767 -7.165428 -0.644028 0.192 -0.401 0.100
S 1.210736 -2.892979 -0.404608 0.355 -0.052 0.220
P -3.889084 -1.460554 -2.097266 -4.658 -1.666 2.162
O -5.265029 -0.935731 -2.165526 2.006 -0.187 -0.536
O 0.139409 -3.418072 -1.321994 -0.216 0.073 0.004
O -4.983922 1.980452 -1.493629 0.412 -0.489 -0.048
O 7.070534 -7.743349 -2.418148 0.001 0.160 -0.138
O 3.830246 -6.086797 0.376154 -0.135 -0.119 0.026
O -3.774773 -2.990913 -2.765304 1.930 2.874 0.841
O -3.549809 -1.653121 -0.494333 1.443 -0.370 -2.688
O 2.376820 0.824934 0.539318 0.209 -0.184 -0.013
O -0.258025 9.205912 3.078592 0.194 0.027 -0.079
O -4.071560 -0.929624 -4.876049 1.687 0.999 -0.105
N -1.824557 2.235350 3.492779 -1.993 -0.475 -2.108
N -2.710132 -0.346793 -2.922557 -0.551 -1.137 -0.919
C -1.931088 3.659577 3.197738 0.451 4.064 -0.624
C -0.577732 0.189905 -0.037906 0.249 -0.957 0.287
C -0.512372 0.386133 -1.621492 0.774 0.243 1.292
C -1.265621 6.089196 3.749707 -0.978 -0.713 -1.330
C -2.706121 4.215528 2.074511 0.808 1.209 0.897
C 2.012010 10.592579 3.090148 0.072 -0.026 0.092
C -4.372884 -0.063523 -5.993276 -2.320 1.777 -0.141
C -4.931235 0.773924 6.274307 1.696 0.383 -1.051
C -5.191697 1.969564 5.483970 2.104 -1.474 0.025
C -2.855320 1.780778 4.432322 -2.360 -0.596 2.963
C -3.148720 1.081200 -2.920015 -0.633 2.789 0.450
C -3.600512 1.662692 -1.523816 1.090 0.468 0.310
C 4.865087 -8.447342 -0.292338 0.083 0.029 0.212
C -2.018657 6.644332 2.603696 -0.014 -3.307 0.746
C -2.749024 5.658898 1.792559 1.419 -0.002 1.571
C 5.014359 0.772013 0.894743 0.030 -0.096 -0.077
C 2.214492 -8.136532 -0.155985 -0.119 0.046 0.066
C 2.787583 -3.521094 -0.995730 -0.092 0.005 -0.372
C -2.037484 1.493517 2.239627 -0.263 -0.968 -0.324
C -4.152900 2.465754 4.568335 0.159 -1.265 0.973
C 8.540734 -5.737319 -3.360478 0.094 -0.019 -0.054
C 1.530727 8.813920 1.148937 0.068 -0.116 -0.002
C 1.173517 -3.886668 1.096102 -0.239 -0.079 0.006
C -1.223471 4.655021 4.030283 -0.738 0.328 -1.238
C -2.764312 -0.797772 -4.397181 0.297 -1.257 -1.776
C -3.629309 0.103033 6.186000 0.010 1.451 -1.435
C 3.368284 0.379953 2.968227 -0.073 -0.102 0.027
C -5.849254 0.483799 -5.732844 0.565 -0.991 0.730
C -1.311354 -0.654280 -2.462062 1.854 -0.627 0.537
C -2.604454 0.595506 5.282928 -1.290 1.651 -0.705
C 6.014770 -6.057263 -4.184900 -0.037 -0.049 -0.118
H 6.020497 -5.003502 -4.467329 0.022 -0.014 0.057
H 0.429426 -0.170389 0.316442 -1.040 0.552 -0.437
H -6.182708 2.467340 5.594726 1.083 -0.322 -0.302
H 1.225836 -4.945327 0.841535 0.106 0.063 -0.054
H -3.293884 3.565621 1.386698 0.597 0.412 0.746
H 4.192501 0.671050 3.620322 -0.020 0.039 -0.046
H -0.616446 4.297750 4.900368 -0.682 0.321 -0.921
H 2.258727 9.349890 0.538466 -0.052 0.036 0.023
H 8.462470 -4.694439 -3.670532 -0.042 -0.020 0.042
H -5.870697 1.101741 -4.788391 0.047 -0.456 -1.105
H -2.119479 -0.068898 -4.953024 -0.725 -0.359 0.473
H 0.578929 0.230025 -1.872524 -1.230 0.132 0.057
H 4.685269 -9.304877 -0.941319 0.017 0.089 -0.061
H 2.422003 0.567668 3.475247 0.023 0.079 -0.092
H -6.467572 -0.429302 -5.489403 0.381 1.073 -0.521
H 8.807507 -6.364774 -4.211820 -0.072 -0.036 0.044
H 4.984184 -0.312156 0.775588 -0.067 0.024 0.031
H -3.038451 2.630424 -1.343420 -0.241 -1.109 -0.288
H 5.857729 -8.047245 -0.491068 -0.100 -0.014 -0.136
H 5.233590 1.236900 -0.065954 -0.086 0.039 0.062
H 5.784165 1.050217 1.615473 -0.058 0.032 -0.001
H -4.397049 3.382170 3.975043 0.455 -1.007 0.582
H 3.442627 -0.679259 2.716738 0.016 0.042 -0.071
H 2.124375 -9.005317 -0.808952 0.035 0.055 -0.018
H 3.004544 -3.059429 -1.959670 -0.116 0.101 0.065
H 3.571401 -3.259844 -0.285156 -0.085 -0.069 0.043
H -3.720231 0.855196 -6.015609 -0.154 -1.212 -0.093
H 0.833054 8.285653 0.499630 -0.042 0.078 0.069
H -3.390045 -0.814608 6.773787 -0.438 0.973 -0.469
H 2.733889 -4.603160 -1.113172 -0.009 0.146 0.129
H -1.599464 0.122886 5.137381 -1.151 0.261 0.429
H -2.276928 -1.809867 -4.527637 -0.300 1.062 0.736
H -5.685168 0.327736 6.963591 0.610 0.650 -0.711
H -3.253158 0.952770 -0.723406 -0.591 0.573 -0.401
H -2.846313 -2.334857 -0.392832 -0.470 0.406 0.379
H -2.021031 7.740700 2.384689 0.032 -1.271 0.306
H -2.283678 1.708845 -3.283930 -0.674 -1.033 0.349
H -2.811409 -3.193243 -2.828784 -0.665 -0.572 -0.062
H 1.655226 11.323288 3.815138 -0.075 -0.044 -0.079
H 2.487685 9.762641 3.614474 -0.074 -0.028 -0.036
H -0.677423 -0.916447 -3.359315 -0.922 0.427 0.753
H -1.311206 -0.589864 0.287148 0.268 0.917 -0.324
H 0.239172 -3.683832 1.620318 0.025 0.089 -0.074
H 9.304124 -5.828976 -2.588651 -0.110 -0.025 0.025
H 2.723725 11.069714 2.415265 -0.064 -0.002 -0.021
H 1.325751 -7.513473 -0.258780 0.066 0.011 -0.049
H -3.984992 1.310574 -3.638777 0.726 -1.014 0.691
H 4.989694 -6.375980 -3.996426 0.071 -0.004 0.098
H -0.699718 1.473027 -1.803991 -0.140 -0.982 -0.344
H 6.442871 -6.663683 -4.984225 0.038 -0.016 0.074
H -4.392534 -0.606218 -6.970349 0.508 0.234 0.939
H -6.254474 1.052991 -6.604329 0.369 -0.546 0.749
H 2.317154 -8.454670 0.882267 0.086 0.051 -0.026
H -1.358502 -1.616858 -1.867037 0.285 0.973 -0.651
H -3.316129 6.053842 0.919842 0.373 -0.653 0.759
H -0.702649 6.813840 4.391071 -0.562 -0.922 -0.629
H 2.013877 -3.611736 1.733694 0.015 -0.003 -0.090
H 4.793975 -8.744406 0.755268 -0.154 0.085 -0.010
H -5.268938 2.106241 -0.572916 0.235 -0.189 -0.397
H 2.037193 8.097432 1.797301 -0.057 0.044 0.048
```
Positions in Å, forces in eV/Å.

Calculated values
total energy = -5207.3209 hartree
total charge = +1
Kohn-Sham gap = 7.665 eV
E_LUMO = -2.19 eV
spin multiplicity = 1


> Which of these has the lowest total energy?

C31H60N2O10PS7